# 1
Below is a molecular structure, C18H21N7NiOS2, with properties calculated with ωB97M-V/def2-TZVPD.

The geometry in ORCA input format:
```
! wB97M-V def2-TZVPD RIJCOSX def2/J DEFGRID3
* xyz 2 3
Ni -0.1611 -0.0529 -0.2943
N 1.5216 -0.3389 3.3803
C 0.6088 -0.2512 4.4821
C 1.1046 -0.2202 5.7678
C 0.2295 -0.1178 6.8444
C -1.1313 -0.0323 6.6196
C -1.6233 -0.0563 5.3176
C -0.7529 -0.1774 4.2524
S -1.4405 -0.2802 2.6185
N -0.0349 -0.0733 1.6502
C 1.1701 -0.1561 2.1032
C 2.2578 -0.0567 1.0789
C 3.5515 0.3351 1.3490
C 4.4672 0.3656 0.3041
C 4.0593 -0.0027 -0.9675
C 2.7340 -0.3499 -1.1596
N 1.8485 -0.3694 -0.1601
H 2.4946 -0.4697 3.6027
H 2.1736 -0.2812 5.9371
H 0.6199 -0.1022 7.8521
H -1.8180 0.0544 7.4499
H -2.6899 0.0052 5.1385
H 3.8430 0.6400 2.3447
H 5.4876 0.6756 0.4854
H 4.7484 -0.0127 -1.7998
H 2.3663 -0.6398 -2.1364
C -3.1785 -0.5625 -3.0237
N -2.0554 -1.4358 -3.3766
C -1.7290 -1.8262 -4.6662
C -0.6885 -2.6789 -4.5751
N -0.3972 -2.7869 -3.2295
C -1.2410 -2.0388 -2.4983
S -1.3116 -1.9683 -0.7700
H -3.3025 0.1780 -3.8093
H -2.9607 -0.0806 -2.0752
H -4.0876 -1.1519 -2.9270
H -2.2725 -1.4734 -5.5248
H -0.1489 -3.2159 -5.3341
H 0.2706 -3.4148 -2.8090
C 0.0355 1.4290 -3.4181
N -1.0316 2.3093 -2.9844
C -1.6001 2.2852 -1.7706
N -2.5532 3.1874 -1.4989
O -1.3047 1.4354 -0.8924
H -0.1389 1.1192 -4.4466
H 0.0406 0.5278 -2.8035
H 1.0122 1.9088 -3.3493
H -1.2467 3.0934 -3.5797
H -2.7917 3.9388 -2.1226
H -2.9529 3.1870 -0.5758
*
```

Results
LUMO (spin up / spin down) ... -0.220 / -0.239 Ha
Kohn-Sham gap (spin up / spin down) ... 0.25110 / 0.23237 hartree
Expectation value of S² ... 2.01

# 2
Below is a single C18H21NO2 molecule, with properties calculated with ωB97M-V/def2-TZVPD.

The geometry in ORCA input format:
```
! wB97M-V def2-TZVPD RIJCOSX def2/J DEFGRID3
* xyz 0 1
C -4.0403 -3.2775 0.2980
O -4.3467 -1.9068 0.3152
C -3.3660 -1.0224 -0.0220
C -2.0739 -1.3593 -0.3849
C -1.1518 -0.3765 -0.7158
C -1.5067 0.9591 -0.6873
C -0.4848 2.0320 -0.9779
N 0.4550 2.1968 0.1168
C 1.5201 1.3341 0.3233
C 1.9452 1.0874 1.6315
C 3.0585 0.3095 1.8986
C 3.7629 -0.2390 0.8466
C 3.3509 0.0010 -0.4608
C 2.2470 0.7770 -0.7350
C 4.2567 -0.7006 -1.4311
C 5.4927 -1.0333 -0.5804
C 4.9777 -1.1202 0.8654
C -2.8034 1.3067 -0.3138
C -3.7373 0.3402 0.0127
O -5.0268 0.5869 0.3796
C -5.4631 1.9207 0.4301
H -4.9562 -3.7865 0.5942
H -3.7476 -3.6139 -0.7025
H -3.2444 -3.5231 1.0095
H -1.7667 -2.3922 -0.4169
H -0.1481 -0.6632 -0.9897
H -0.9831 2.9946 -1.1297
H 0.0702 1.7911 -1.8849
H -0.0163 2.4343 0.9809
H 1.3887 1.5221 2.4509
H 3.3644 0.1360 2.9204
H 1.9612 0.9585 -1.7602
H 4.5003 -0.0881 -2.2996
H 3.7738 -1.6146 -1.7900
H 5.9837 -1.9507 -0.9026
H 6.2130 -0.2172 -0.6577
H 5.7227 -0.7959 1.5926
H 4.6900 -2.1461 1.1157
H -3.0723 2.3517 -0.2901
H -6.5069 1.8764 0.7371
H -5.3956 2.4063 -0.5496
H -4.8967 2.5049 1.1637
*
```

Results
LUMO ... 0.030 Ha
Kohn-Sham gap ... 0.30231 hartree
Energy above the lowest of the compared OMol25 structures with the same formula, charge and spin ... 1.273 eV
Structure (SMILES) ... COc1ccc(CNc2ccc3c(c2)CCC3)cc1OC

# 3
Below is a single C18H21NO4 molecule, with properties calculated with ωB97M-V/def2-TZVPD.

The geometry in ORCA input format:
```
! wB97M-V def2-TZVPD RIJCOSX def2/J DEFGRID3
* xyz 0 1
C -3.9647 0.2623 2.6763
C -3.3700 1.5175 2.1279
C -4.1248 2.6056 1.8672
C -3.5790 3.8420 1.3360
O -4.2217 4.8310 1.0843
O -2.2314 3.8696 1.1086
C -1.4422 2.7996 1.3609
C -0.0812 2.9315 1.0997
C 0.7838 1.8829 1.3283
C 0.2930 0.6720 1.8242
O 1.0504 -0.4327 2.0775
C 2.4371 -0.3822 1.8217
C 2.8405 -0.1302 0.3627
O 3.7318 0.6639 0.1119
N 2.1918 -0.8148 -0.5922
C 1.1595 -1.8079 -0.3690
C 1.1166 -2.7773 -1.5454
C 0.7041 -2.0629 -2.8403
C 1.2042 -2.8388 -4.0559
C 1.2470 -0.6233 -2.8290
C 2.5065 -0.5213 -1.9820
C -1.0627 0.5374 2.0875
C -1.9495 1.5905 1.8660
H -5.0353 0.3793 2.8181
H -3.5077 0.0168 3.6336
H -3.7890 -0.5687 1.9949
H -5.1893 2.6150 2.0427
H 0.2817 3.8710 0.7154
H 1.8318 2.0150 1.1159
H 2.8206 -1.3580 2.1373
H 2.9240 0.3918 2.4278
H 1.3692 -2.3521 0.5539
H 0.1809 -1.3225 -0.2596
H 0.4154 -3.5815 -1.3203
H 2.1040 -3.2258 -1.6685
H -0.3889 -2.0211 -2.8871
H 0.8570 -3.8689 -4.0183
H 2.2916 -2.8439 -4.0862
H 0.8374 -2.3878 -4.9748
H 0.4993 0.0595 -2.4208
H 1.4699 -0.2988 -3.8454
H 3.2732 -1.2142 -2.3458
H 2.9272 0.4863 -2.0132
H -1.4122 -0.4057 2.4739
*
```

Results
LUMO ... -0.001 Ha
Kohn-Sham gap ... 0.31128 hartree
Energy above the lowest of the compared OMol25 structures with the same formula, charge and spin ... 0.495 eV
Structure (SMILES) ... Cc1cc(=O)oc2ccc(OCC(=O)N3CCC(C)CC3)cc12

# 4
Below is a single C18H21NO4 molecule, with properties calculated with ωB97M-V/def2-TZVPD.

The geometry in ORCA input format:
```
! wB97M-V def2-TZVPD RIJCOSX def2/J DEFGRID3
* xyz 0 1
C 5.0495 -3.3060 -2.5404
C 3.5786 -3.0710 -2.3046
O 2.7572 -3.6305 -3.0549
O 3.2628 -2.1989 -1.3089
C 1.9051 -1.8207 -1.1907
C 0.9804 -2.9557 -0.7469
C 0.3023 -2.4167 0.5544
C -0.9172 -1.5604 0.3883
C -0.6824 -0.3926 -0.5627
O -1.7440 0.5746 -0.3949
C -2.0066 1.3951 -1.4319
O -1.5377 1.3132 -2.5514
C -3.0831 2.3460 -1.3081
C -3.4533 2.9937 -0.1570
C -2.7243 2.9843 1.1252
C -1.3188 3.1439 1.1691
C -0.6458 3.2560 2.3748
C -1.4178 3.2180 3.5598
C -2.8066 3.0156 3.5185
C -3.4527 2.8460 2.3023
C 0.6867 0.2741 -0.3063
C 1.7815 -0.7637 -0.0849
N 1.3049 -1.4916 1.0627
H 5.2049 -3.6586 -3.5482
H 5.4806 -4.0330 -1.8591
H 5.6275 -2.3745 -2.4292
H 1.5444 -1.4050 -2.1535
H 0.2321 -3.2281 -1.4469
H 1.5291 -3.8946 -0.5354
H 0.1036 -3.2212 1.2214
H -1.7471 -2.2177 0.0662
H -1.2069 -1.1515 1.3755
H -0.6543 -0.8020 -1.5753
H -3.5980 2.5768 -2.2332
H -4.3385 3.5840 -0.1661
H -0.7398 3.1777 0.2457
H 0.4177 3.3902 2.3767
H -0.9686 3.2907 4.5397
H -3.3766 2.8820 4.4275
H -4.5223 2.6756 2.2605
H 0.9727 0.9536 -1.1436
H 0.6027 0.8649 0.5971
H 2.7414 -0.2984 0.1292
H 0.8770 -0.8630 1.7395
*
```

Results
LUMO ... 0.005 Ha
Kohn-Sham gap ... 0.32449 hartree
Energy above the lowest of the compared OMol25 structures with the same formula, charge and spin ... 1.594 eV
Structure (SMILES) ... CC(=O)O[C@H]1C[C@@H]2C[C@@H](OC(=O)/C=C\c3ccccc3)C[C@H]1N2

# 5
Below is a single C18H21NO4S molecule, with properties calculated with ωB97M-V/def2-TZVPD.

The geometry in ORCA input format:
```
! wB97M-V def2-TZVPD RIJCOSX def2/J DEFGRID3
* xyz 0 1
C -5.6486 -1.9359 -0.3363
C -4.2741 -1.8122 0.3043
O -3.9365 -0.4515 0.5860
C -3.4980 0.2756 -0.4362
O -3.4772 -0.0985 -1.5791
C -3.0712 1.6839 -0.0311
C -2.9981 1.9130 1.4794
C -1.8383 1.1294 2.0899
C -0.5373 1.4935 1.3777
N -0.6164 1.2959 -0.0539
S -0.3708 -0.2911 -0.5510
O -1.1458 -1.2383 0.2070
O -0.4709 -0.3088 -1.9758
C 1.3523 -0.4785 -0.0993
C 1.7238 -1.3870 0.8989
C 3.0437 -1.5215 1.2297
C 4.0327 -0.7563 0.5733
C 5.4022 -0.8749 0.8916
C 6.3396 -0.1265 0.2363
C 5.9537 0.7760 -0.7681
C 4.6356 0.9165 -1.1007
C 3.6433 0.1589 -0.4433
C 2.2743 0.2769 -0.7616
C -1.7134 1.9899 -0.6868
H -5.6492 -1.4485 -1.3075
H -6.4040 -1.4729 0.2953
H -5.8925 -2.9860 -0.4693
H -3.5003 -2.2259 -0.3487
H -4.2431 -2.3099 1.2757
H -3.8153 2.3574 -0.4729
H -2.8489 2.9816 1.6603
H -3.9370 1.6144 1.9463
H -1.7493 1.3541 3.1541
H -2.0157 0.0613 1.9699
H -0.2907 2.5479 1.5500
H 0.2896 0.8807 1.7430
H 0.9471 -1.9633 1.3767
H 3.3498 -2.2180 1.9967
H 5.6964 -1.5713 1.6635
H 7.3858 -0.2246 0.4853
H 6.7094 1.3571 -1.2754
H 4.3304 1.6067 -1.8732
H 1.9443 0.9547 -1.5330
H -1.5076 3.0644 -0.6332
H -1.7252 1.6701 -1.7302
*
```

Results
LUMO ... 0.003 Ha
Kohn-Sham gap ... 0.32073 hartree
Energy above the lowest of the compared OMol25 structures with the same formula, charge and spin ... 0.780 eV
Structure (SMILES) ... CCOC(=O)[C@H]1CCCN(S(=O)(=O)c2ccc3ccccc3c2)C1

# 6
Below is a single C18H21NOS molecule, with properties calculated with ωB97M-V/def2-TZVPD.

The geometry in ORCA input format:
```
! wB97M-V def2-TZVPD RIJCOSX def2/J DEFGRID3
* xyz 0 1
C -4.3879 -0.1740 -1.5366
C -5.0184 0.1127 -0.1779
C -4.1083 0.8714 0.7896
C -2.8387 0.1117 1.1892
N -1.7549 0.3120 0.2575
C -0.6187 0.9528 0.5828
O -0.3662 1.3642 1.6950
C 0.3255 1.1699 -0.6042
S 0.2901 -0.2557 -1.7935
C 1.1865 -1.4575 -0.8261
C 0.5216 -2.2425 0.1013
C 1.2422 -3.1358 0.8739
C 2.6135 -3.2472 0.7127
C 3.2685 -2.4693 -0.2270
C 2.5562 -1.5701 -1.0005
C 1.7417 1.4754 -0.2362
C 2.3649 0.8383 0.8308
C 3.6947 1.0950 1.1139
C 4.4195 1.9758 0.3309
C 3.8062 2.6098 -0.7368
C 2.4763 2.3604 -1.0184
H -5.1405 -0.5556 -2.2232
H -3.6046 -0.9248 -1.4601
H -3.9688 0.7337 -1.9658
H -5.3242 -0.8295 0.2832
H -5.9206 0.7099 -0.3290
H -4.6785 1.0830 1.6960
H -3.8191 1.8291 0.3519
H -2.4715 0.4751 2.1523
H -3.0563 -0.9587 1.2766
H -1.8854 0.0248 -0.7021
H -0.0908 1.9848 -1.2068
H -0.5467 -2.1490 0.2227
H 0.7306 -3.7441 1.6050
H 3.1719 -3.9435 1.3207
H 4.3369 -2.5560 -0.3556
H 3.0548 -0.9531 -1.7325
H 1.8083 0.1558 1.4536
H 4.1657 0.5980 1.9490
H 5.4588 2.1703 0.5516
H 4.3647 3.3001 -1.3520
H 2.0012 2.8522 -1.8559
*
```

Results
LUMO ... 0.024 Ha
Kohn-Sham gap ... 0.34254 hartree
Energy above the lowest of the compared OMol25 structures with the same formula, charge and spin ... 0.384 eV
Structure (SMILES) ... CCCCNC(=O)[C@H](Sc1ccccc1)c1ccccc1

# 7
Below is a molecular structure, C18H22AsF6IrNO4, with properties calculated with ωB97M-V/def2-TZVPD.

The geometry in ORCA input format:
```
! wB97M-V def2-TZVPD RIJCOSX def2/J DEFGRID3
* xyz 0 2
Ir 0.5623 1.6368 -0.2970
C 4.5777 2.5816 0.9075
O 3.1583 2.2771 0.9510
C 2.5958 1.8785 -0.1511
O 3.0900 1.5988 -1.2152
H 5.0618 1.9694 1.6626
H 4.6776 3.6362 1.1468
H 4.9792 2.3698 -0.0792
F 0.4395 3.2491 -1.6216
As 0.4683 4.7760 -0.5565
F 2.1787 4.6193 -0.6044
F 0.5106 3.4563 0.7599
F 0.5468 5.9774 0.6357
F -1.2252 4.6639 -0.4814
F 0.4497 5.7664 -1.9283
C -0.3245 -6.4438 0.2424
C -0.1024 -4.9629 0.1315
C -0.8697 -4.1893 -0.7285
C -0.6900 -2.8166 -0.8404
C -1.5716 -2.0274 -1.7706
C 0.2913 -2.2199 -0.0367
C 1.0705 -2.9690 0.8597
C 2.1239 -2.3420 1.7334
C 0.8653 -4.3373 0.9127
C 0.4890 -0.7765 -0.1257
O 0.5160 -0.1324 -1.2333
O 0.6320 -0.0105 0.8891
H -0.9046 -6.8214 -0.5981
H -0.8687 -6.6798 1.1590
H 0.6236 -6.9807 0.2774
H -1.6351 -4.6646 -1.3308
H -2.4073 -2.6438 -2.0970
H -1.0211 -1.7011 -2.6532
H -1.9750 -1.1331 -1.2906
H 2.7774 -1.6786 1.1649
H 2.7395 -3.1164 2.1873
H 1.6745 -1.7478 2.5286
H 1.4743 -4.9330 1.5831
C -1.9404 1.6850 -2.5672
C -2.3517 1.6495 -1.1314
C -3.6188 1.6392 -0.6060
C -3.5004 1.6050 0.8100
C -2.1658 1.5887 1.1107
C -1.5142 1.6873 2.4496
N -1.4573 1.5720 -0.0796
H -2.7629 1.3290 -3.1872
H -1.0770 1.0471 -2.7671
H -1.6896 2.6955 -2.8955
H -4.5281 1.6193 -1.1869
H -4.3013 1.6078 1.5326
H -2.2601 1.4996 3.2211
H -1.1003 2.6834 2.6251
H -0.7105 0.9631 2.5791
*
```

Results
LUMO (spin up / spin down) ... -0.024 / -0.106 Ha
Kohn-Sham gap (spin up / spin down) ... 0.24489 / 0.16102 hartree
Energy above the lowest of the compared OMol25 structures with the same formula, charge and spin ... 0.678 eV
Expectation value of S² ... 0.76

# 8
Below is a molecular structure, C18H22AuIN2O2PS2, with properties calculated with ωB97M-V/def2-TZVPD.

The geometry in ORCA input format:
```
! wB97M-V def2-TZVPD RIJCOSX def2/J DEFGRID3
* xyz 0 2
Au -0.7209 1.1794 0.4447
C -5.0682 -2.2366 1.8666
C -4.9715 -0.7424 2.0458
O -4.9168 -0.0820 0.7475
P -3.5630 0.5376 0.2286
S -2.7129 2.0159 1.2627
S -2.2467 -0.9052 -0.1630
O -4.0605 1.2789 -1.0946
C -4.3562 0.5922 -2.3244
C -5.7405 -0.0181 -2.3316
H -5.1333 -2.7157 2.8454
H -4.1922 -2.6137 1.3421
H -5.9579 -2.4956 1.2912
H -4.0941 -0.4635 2.6311
H -5.8538 -0.3419 2.5400
H -3.5867 -0.1629 -2.4916
H -4.2662 1.3605 -3.0900
H -5.8046 -0.8591 -1.6421
H -5.9743 -0.3717 -3.3377
H -6.4864 0.7224 -2.0401
I 3.0593 4.0496 0.0329
C 3.5945 1.8624 -0.2028
C 4.9529 1.7029 0.4450
C 5.5487 0.5879 0.9983
C 5.1697 -0.7647 1.1040
C 3.8987 -1.2853 0.6817
C 3.5689 -2.6282 0.4025
C 2.3298 -2.9730 -0.1362
C 1.3402 -2.0314 -0.4750
C 1.6948 -0.7373 -0.1703
C 2.8732 -0.4116 0.4233
H 5.5584 2.5994 0.4247
H 6.5469 0.7918 1.3719
H 5.9171 -1.4578 1.4701
H 4.3036 -3.4060 0.5740
H 2.1301 -4.0182 -0.3339
H 0.4000 -2.3213 -0.9233
C 2.1796 1.5009 1.9066
C 2.5272 1.0425 0.5051
N 1.2417 0.6676 -0.3131
C 1.2973 1.0626 -1.7127
C 2.4276 1.4577 -2.2820
N 3.6256 1.5865 -1.5877
H 1.6973 0.6845 2.4452
H 1.5016 2.3514 1.8743
H 3.0878 1.7840 2.4410
H 0.3838 0.9252 -2.2697
H 2.4576 1.6990 -3.3349
H 4.3929 2.0006 -2.0894
*
```

Results
LUMO (spin up / spin down) ... 0.007 / -0.060 Ha
Kohn-Sham gap (spin up / spin down) ... 0.26547 / 0.19824 hartree
Energy above the lowest of the compared OMol25 structures with the same formula, charge and spin ... 2.147 eV
Expectation value of S² ... 0.80